Here is 13 unconnected molecules or ions with the total composition C31H76N9O21 from the OMol25 dataset. Energies are from wB97M-V/def2-TZVPD.

Structure (XYZ):
```
137
Properties=species:S:1:pos:R:3:forces:R:3
C -4.28619 3.07193 -2.27794 -0.305 0.993 -0.564
C -4.60836 4.54923 -2.01873 -3.715 0.944 3.820
O -5.63236 4.94650 -1.39348 5.010 -1.491 -3.387
N -3.44444 5.59325 -2.25296 -1.318 -0.827 1.616
H -2.60367 5.07764 -2.47059 0.837 -0.648 0.194
H -3.68907 6.07722 -3.10504 -0.164 0.979 -0.154
C -3.22347 6.45288 -0.96902 0.040 0.039 -0.540
H -3.74116 2.69058 -1.41446 0.325 0.236 -0.147
H -3.70352 2.94336 -3.19012 0.260 -0.041 0.234
H -5.20388 2.49099 -2.36981 -0.146 0.415 0.046
H -4.14919 6.96532 -0.70719 0.100 -0.197 -0.267
H -2.40261 7.15491 -1.11545 -0.243 -0.048 -0.522
H -2.88015 5.81027 -0.15828 -0.301 -0.351 -0.359
C -4.72769 -1.23168 2.58542 1.294 0.208 0.430
C -6.02969 -1.55924 2.03618 -0.428 -2.542 -2.016
O -6.20425 -2.39831 1.17769 -0.632 2.159 1.956
N -7.16825 -0.67370 2.53433 -0.978 -1.288 0.324
H -6.93317 -0.16371 3.37383 0.461 -0.067 0.644
H -7.37712 0.08198 1.89758 -0.235 0.111 -0.925
C -8.46629 -1.47507 2.83915 -0.050 0.094 -1.021
H -4.68011 -1.04748 3.65869 -0.307 0.498 -0.163
H -4.45660 -0.38230 1.95839 0.427 0.662 0.475
H -3.95672 -1.97516 2.38305 -0.478 -0.278 -0.277
H -9.23581 -0.72579 3.02492 0.098 -0.248 0.552
H -8.28037 -2.23272 3.60040 0.036 0.566 0.289
H -8.77236 -2.01828 1.94509 0.324 0.183 -0.162
C -1.16917 -3.03734 1.30435 -0.484 -1.704 0.055
C -2.05300 -3.78908 0.32184 -1.675 3.289 -3.383
O -2.88464 -3.29573 -0.43433 1.909 -1.538 2.471
N -1.77676 -5.25834 0.14903 0.283 1.046 -0.546
H -0.86405 -5.39408 0.55970 0.349 -0.678 0.261
H -2.49109 -5.75658 0.66049 -0.177 -0.607 0.335
C -1.74081 -5.70405 -1.31328 0.055 -0.369 -0.117
H -1.33734 -3.66573 2.17896 0.387 0.292 0.811
H -1.37933 -1.98775 1.51001 -0.346 -0.256 -0.465
H -0.12367 -3.14975 1.01730 0.014 0.015 -0.306
H -1.22639 -6.66488 -1.33030 0.014 0.094 0.056
H -1.18706 -4.96107 -1.88727 -0.044 0.086 0.012
H -2.75480 -5.85704 -1.68275 0.114 0.293 0.197
C -5.14828 -1.68657 -1.70195 -0.813 -0.644 -0.497
C -4.53015 -0.92123 -2.82746 0.892 1.387 2.179
O -3.85275 0.03342 -2.54437 -1.040 -1.256 -2.150
N -4.75620 -1.42027 -4.28659 0.396 2.615 0.619
H -3.96302 -2.01125 -4.49081 0.380 -0.451 -0.354
H -5.62919 -1.91645 -4.39525 -0.277 -0.477 0.108
C -4.75392 -0.17658 -5.22992 0.467 -0.938 0.272
H -4.75799 -1.32288 -0.75142 0.447 -0.309 -0.404
H -5.02431 -2.75696 -1.86625 0.121 -0.063 0.383
H -6.22294 -1.52436 -1.61881 -0.239 0.057 -0.485
H -4.75989 -0.54779 -6.25475 -0.183 0.074 0.117
H -3.80870 0.32682 -5.02682 -0.240 0.129 -0.027
H -5.63801 0.40891 -4.97757 0.201 -0.034 -0.140
C 5.71833 0.29038 -2.50207 -0.342 -0.406 -0.670
C 5.88600 -1.00918 -1.71451 -5.490 0.163 -0.210
O 4.90068 -1.67381 -1.30316 4.947 2.008 -1.097
N 7.29744 -1.42865 -1.51289 -0.482 0.019 0.966
H 7.45302 -2.39431 -1.76468 -0.295 -0.881 0.244
H 7.90184 -0.93573 -2.15461 0.195 0.693 -0.368
C 7.72346 -1.11820 -0.08524 1.167 -0.513 -0.419
H 6.18847 1.23690 -2.23526 0.371 -0.288 0.694
H 4.68117 0.51069 -2.75480 -0.263 -0.233 0.660
H 6.04313 0.17404 -3.53603 0.548 -0.530 -0.354
H 7.17954 -1.70199 0.65734 -0.291 0.168 -0.489
H 7.68428 -0.04079 0.07523 -0.219 -0.199 -0.085
H 8.76233 -1.44808 -0.07816 0.055 0.216 0.357
C 2.94724 -1.60987 1.68985 0.147 -0.536 -0.366
C 4.12898 -2.36330 2.27424 2.790 -0.588 -3.896
O 5.12794 -2.62098 1.60601 -2.945 0.496 3.380
N 3.99282 -2.71712 3.76843 1.211 -1.213 -1.244
H 3.96555 -1.79539 4.18046 -0.269 0.540 0.876
H 3.08513 -3.16006 3.77273 -0.620 -0.049 0.642
C 5.04284 -3.61517 4.45742 0.447 0.949 -0.390
H 3.03239 -0.55484 1.95017 -0.372 0.057 0.371
H 1.96434 -2.05332 1.84907 0.003 0.234 0.847
H 2.96939 -1.63074 0.60027 0.765 -0.153 -0.086
H 6.01582 -3.20679 4.18419 -0.068 -0.117 -0.138
H 4.98082 -4.65221 4.12757 -0.329 0.255 0.001
H 4.94352 -3.48063 5.53452 -0.322 -0.232 -0.134
C -1.66170 0.33436 0.16279 -2.153 0.977 -1.253
C -0.23209 0.50987 0.05010 2.865 -2.855 2.054
O 0.47132 0.07200 0.98229 -0.647 1.908 -2.644
N 0.33540 0.81930 -1.33508 1.469 -0.753 3.803
H -0.13318 0.13162 -1.90747 -0.643 -1.405 -1.638
H 0.03092 1.73716 -1.62650 -0.421 1.396 -0.637
C 1.87797 0.71741 -1.42910 -1.235 0.581 -0.156
H -2.10343 0.21926 1.15260 0.736 0.231 0.134
H -1.94777 -0.53135 -0.43456 0.248 -0.279 -0.334
H -2.14319 1.15959 -0.36184 -0.289 0.175 0.010
H 2.34752 -0.11622 -0.90691 -0.833 -0.302 -0.267
H 2.23640 1.63193 -0.95657 0.076 0.147 -0.598
H 1.98431 0.65941 -2.51235 0.732 0.223 0.061
C -2.71571 0.45843 5.72006 0.696 -0.694 -0.092
C -1.57009 0.18682 4.75407 -0.641 1.402 -0.820
O -1.58222 0.55959 3.60391 0.742 -1.133 1.414
N -0.38785 -0.72096 5.25819 0.154 1.623 -0.954
H -0.31218 -0.67740 6.26441 -0.278 -0.111 0.499
H -0.73233 -1.62637 4.97242 0.403 -0.902 0.095
C 1.05851 -0.43855 4.65697 -1.682 -0.847 0.569
H -2.83402 1.52596 5.90570 0.295 0.036 0.078
H -2.63934 -0.10167 6.65201 -0.030 0.191 0.052
H -3.62269 0.15494 5.19717 -0.009 -0.069 0.041
H 1.04404 -0.94463 3.69168 0.164 0.728 -0.107
H 1.74504 -0.95034 5.33140 -0.048 0.143 0.061
H 1.20289 0.64158 4.68110 0.001 -0.191 -0.359
C 4.48948 3.32053 0.42509 0.288 -0.357 0.567
C 4.81397 2.23889 1.43328 0.818 -3.026 -3.893
O 5.28237 1.13846 1.05176 -1.826 3.842 3.121
N 4.45340 2.53644 2.86813 0.950 0.569 0.330
H 3.50734 2.83201 3.06230 -0.740 1.754 -1.126
H 4.24932 1.68661 3.37435 1.701 -1.348 0.606
C 5.49854 3.51822 3.50968 0.708 -1.265 0.307
H 5.01947 4.24487 0.65485 -0.084 0.126 -0.049
H 3.41742 3.51667 0.40729 -0.144 0.145 0.166
H 4.77322 2.96618 -0.56588 0.099 0.050 0.114
H 6.48813 3.07315 3.40621 -0.158 -0.469 -0.178
H 5.32817 3.54213 4.58603 -0.411 0.432 -0.238
H 5.61450 4.47460 2.99979 -1.028 -0.052 0.061
O 3.20834 4.31374 -3.93198 -0.741 0.319 0.311
C 3.55044 3.13596 -4.43195 3.115 -2.511 -1.219
O 4.77742 2.90568 -4.59025 -0.279 0.280 0.574
O 2.67824 2.26616 -4.69646 -0.932 0.255 0.745
H 2.29408 4.07292 -3.76543 -1.099 0.976 0.502
O -0.30424 5.34807 -1.08342 -1.077 1.479 0.944
C -0.21848 4.19962 -1.72419 3.070 -2.811 -1.766
O -1.18143 3.40010 -1.74189 -1.648 0.127 0.501
O 0.91441 3.94065 -2.23087 -1.050 0.133 0.885
H 0.59296 5.67371 -1.18628 0.359 0.662 -0.033
O 2.16510 -0.48313 -4.63343 -0.280 -0.547 0.259
C 2.95956 -1.35686 -5.29396 0.209 -1.487 -0.241
O 2.47490 -2.46680 -5.59587 -0.376 0.351 0.249
O 4.14884 -1.06939 -5.52522 0.220 0.509 0.395
H 2.66676 0.33451 -4.59600 0.229 1.508 -0.328
O -0.71154 -3.21589 -3.54594 -0.807 -1.717 -1.527
C -0.50201 -2.16056 -2.81308 0.985 1.460 3.109
O -1.04642 -1.07036 -3.05272 -1.183 1.149 -0.955
O 0.18231 -2.34267 -1.78342 0.478 -0.602 1.236
H -1.22760 -2.91283 -4.29656 0.200 -0.130 -0.608
```
Positions in Å, forces in eV/Å.

The calculation puts the electronic energy at -3297.377378 hartree. As for the net charge: +5. The value obtained for the energy above the lowest of the compared OMol25 structures with the same formula, charge and spin is 1076.96 kJ/mol. The LUMO energy is -0.439 Ha.